Record 1
A molecular structure, C12H7N2O5Sm at a distorted geometry, computed with ωB97M-V/def2-TZVPD.

Last column: Mulliken charge in e.
Element x y z (Å)
1 O 3.70611 2.54276 1.07770  -0.050
2 C -0.97420 4.18508 0.73292  0.132
3 H -2.00200 -5.06397 -0.16715  0.414
4 C -1.59299 -4.05525 -0.03380  -0.573
5 O -0.06951 1.79033 -3.42358  -0.202
6 C 2.07255 1.55906 -1.81896  -0.049
7 C -0.91192 -2.24618 1.34547  0.598
8 H -1.70764 -4.02662 2.15943  0.399
9 N -0.15222 -0.22200 0.70682  -0.226
10 C 2.60939 2.36497 0.82722  0.235
11 N -0.65643 -1.42977 2.45691  0.031
12 O 2.57712 0.44307 -1.86057  -0.315
13 H -0.77958 -1.69799 3.41185  0.222
14 C -1.43957 -3.51333 1.24249  -0.760
15 C 0.86723 4.19991 -0.85793  0.143
16 O -1.46456 5.22277 0.92096  -0.048
17 C -1.20567 -3.29139 -1.15179  -0.638
18 C -0.16884 -0.25391 2.05221  -0.442
19 O 1.13384 5.21001 -1.34148  -0.092
20 Sm 0.24232 1.99326 0.16529  1.355
21 H -1.32528 -3.74925 -2.12502  0.409
22 H 2.59460 2.55116 -2.02694  0.436
23 H -0.39580 -1.38914 -1.90591  0.326
24 C -0.68806 -1.99618 -1.04382  -0.639
25 C 0.17774 1.76934 -2.28228  0.190
26 H 0.11828 0.58618 2.69812  0.383
27 C -0.56493 -1.48293 0.24186  0.757

The value obtained for the calculated total energy is -1604.450692 a.u. As for the charge: +2. The value obtained for the LUMO energy (alpha / beta) is -9.21 / -9.09 eV. Its HOMO-LUMO gap (alpha / beta) is 5.92 / 6.08 eV. As for the multiplicity: 6.


Record 2
A single C12H7N5O6 molecule at a distorted geometry, computed with ωB97M-V/def2-TZVPD.

Last column: Mulliken charge in e.
Element x y z (Å)
1 N 1.74970 -1.35606 -0.50719  -0.527
2 C -1.47402 0.18122 0.74388  1.099
3 H -0.15852 -2.40261 -4.59182  0.404
4 O -1.94447 1.14663 -1.21583  -0.284
5 O 1.65710 -1.37804 -6.01590  -0.650
6 H 3.50407 -0.32624 -2.01972  0.456
7 C -0.17682 -0.73776 2.57185  -0.596
8 H 3.57322 -0.41814 -4.60304  0.406
9 C 0.63366 -1.96493 -2.57458  0.167
10 H -0.06932 -0.98393 3.62868  0.494
11 O 3.04589 -1.47523 2.15356  -0.511
12 C 1.67168 -1.34476 -1.90670  -0.093
13 C 0.84439 -0.79736 0.29881  0.677
14 H -3.25669 1.34229 0.48228  0.313
15 N -0.68111 0.52756 -1.27455  0.167
16 C 2.69644 -0.75472 -2.60686  -0.379
17 C 0.64887 -1.97089 -3.98860  -0.471
18 O -2.12585 0.22493 4.22598  -0.564
19 C 0.87022 -1.14820 1.72665  -0.216
20 N 1.91002 -1.92292 2.29204  0.898
21 H -0.13788 -2.40402 -1.92819  0.425
22 C 1.69373 -1.40455 -4.72402  0.180
23 C -0.34422 -0.03708 -0.13653  0.254
24 N -2.49885 0.78534 0.03850  -0.169
25 C 2.75655 -0.82710 -4.01140  -0.512
26 N -2.43212 0.21780 3.02140  0.900
27 O 1.58666 -2.94495 2.91232  -0.545
28 C -1.41246 -0.07867 2.09805  -0.825
29 O -3.57651 0.48663 2.63165  -0.635
30 H -0.12083 0.57175 -2.07598  0.138

As for the SMILES: O=C1C=CC(=Nc2c([N+](=O)[O-])cc([N+](=O)[O-])c3c2NON3)C=C1. The value obtained for the calculated total energy is -1186.248984 a.u. As for the charge: 0. The value obtained for the LUMO energy is -3.47 eV. Its HOMO-LUMO gap is 4.27 eV. As for the multiplicity: 1.


Record 3
A single C12H8 molecule at a distorted geometry, computed with ωB97M-V/def2-TZVPD.

Last column: Mulliken charge in e.
Element x y z (Å)
1 H 2.51431 2.30383 -0.18035  0.239
2 H 0.80753 3.52824 0.09977  0.330
3 C -2.19532 -0.23318 -0.78860  -0.607
4 H -1.16024 -3.07669 0.93983  0.359
5 H -1.56166 2.97958 -0.83993  0.203
6 H -3.21395 -2.09374 0.07166  0.239
7 C -2.25534 -1.49162 -0.22743  -0.332
8 C -0.75545 2.07328 -0.76119  -0.668
9 C 1.55388 -1.87497 0.66621  -0.546
10 H 3.40318 -0.59809 0.69343  0.361
11 H -3.16502 0.25157 -0.98474  0.289
12 H 1.74827 -2.84152 0.77416  0.585
13 C 1.57808 1.79359 0.15678  -0.348
14 C -1.02892 -2.17279 0.31965  -0.398
15 C -0.93685 0.73030 -0.61959  0.882
16 C 1.55351 0.45329 0.12291  0.192
17 C 0.18122 -1.52201 0.10173  0.051
18 C 0.41855 2.54944 -0.17982  -0.383
19 C 2.35674 -0.70353 0.79234  -0.836
20 C 0.15749 -0.05499 -0.15680  0.388

As for the SMILES: C1=Cc2cccc3cccc1c23. The value obtained for the calculated total energy is -461.913092 a.u. As for the charge: 0. The value obtained for the LUMO energy is -0.61 eV. Its HOMO-LUMO gap is 7.87 eV. As for the multiplicity: 1.


Record 4
A molecular structure, C12H8Br2FIPdSe3Te2 at a distorted geometry, computed with ωB97M-V/def2-TZVPD.

Last column: Mulliken charge in e.
Element x y z (Å)
1 H -1.59406 2.19201 5.90089  0.335
2 H -0.77562 -4.20457 -1.73684  0.381
3 H 0.72823 1.62341 6.55105  0.354
4 C 1.15053 -3.45890 -2.28329  0.513
5 C 0.90559 0.07089 5.08842  0.355
6 H -2.70258 0.91776 4.07533  0.367
7 Te -3.10553 2.31741 0.87788  -0.425
8 C 0.22569 1.07618 5.76448  -0.434
9 C -1.07403 1.38292 5.40320  -0.419
10 F 1.35730 -4.46480 -3.17925  -0.359
11 C -1.69846 0.66756 4.39162  -0.620
12 C -0.03639 -3.42910 -1.58088  -0.609
13 C -1.00875 -0.33459 3.73140  -0.080
14 Br 2.69849 -0.27840 5.63665  -0.229
15 H -1.49408 -0.87994 2.93526  0.444
16 Te -0.72412 4.17993 -2.06597  -0.433
17 H -1.16960 -2.36969 -0.11179  0.370
18 Se 0.36510 2.26938 -0.98804  -0.101
19 Se -1.41656 0.83771 -0.15973  -0.223
20 Pd 0.75116 0.05554 0.83314  0.444
21 H 3.06076 -2.58230 -2.66503  0.364
22 C 0.72823 -1.43410 -0.47268  -0.109
23 C 1.91095 -1.49236 -1.19293  -0.195
24 C -0.24303 -2.40128 -0.67127  0.039
25 C 0.31394 -0.63326 4.04958  -0.404
26 Se 1.62960 2.20806 1.62607  -0.432
27 I 1.37087 -2.00738 2.82640  0.240
28 H 2.68138 -0.74621 -1.03030  0.384
29 C 2.13480 -2.51045 -2.11029  -0.672
30 Br 2.95411 -4.21133 1.24034  -0.846

The value obtained for the calculated total energy is -13875.955794 a.u. As for the charge: -2. The value obtained for the LUMO energy (alpha / beta) is 3.14 / 3.15 eV. Its HOMO-LUMO gap (alpha / beta) is 5.13 / 5.14 eV. As for the multiplicity: 1.


Record 5
6 unconnected molecules or ions with the total composition C12H8BrCl15O3 at a distorted geometry, computed with ωB97M-V/def2-TZVPD.

Last column: Mulliken charge in e.
Element x y z (Å)
1 Cl 2.73542 5.84023 4.01430  -0.118
2 Cl 4.43755 -3.65189 -1.16318  -0.139
3 H 1.07921 5.82115 2.34904  0.244
4 H -1.38191 -0.09829 -3.30864  -0.130
5 H -3.84694 -2.59168 -1.62150  -0.085
6 Cl 4.06190 -0.77135 -1.27774  -0.038
7 Cl -2.70904 0.37361 -5.18810  -0.132
8 Cl -0.36154 -1.33223 -5.02560  -0.117
9 O -2.57153 -0.84069 3.40733  -0.479
10 O -0.55980 -1.87670 -0.25958  -0.375
11 O -0.98118 -1.29379 1.88029  -0.289
12 H -3.05536 -3.96349 -0.68800  0.319
13 H 2.45318 -2.45814 -1.56081  -0.003
14 C -1.35136 -1.91561 0.65308  0.330
15 H 0.96549 0.75529 0.77513  -0.001
16 H 5.81064 0.73066 1.99968  0.385
17 C 3.48920 -2.33572 -1.86785  0.294
18 Cl 3.52170 0.40377 1.58567  -0.051
19 C -5.89786 -3.66780 0.91652  0.047
20 C -3.68561 -3.01338 -0.60166  0.005
21 C -3.45895 -1.14756 1.25230  0.060
22 C 5.00618 1.36486 1.63752  -0.095
23 Br -5.26158 -0.43945 1.39826  -0.014
24 C -2.29181 -0.89108 2.22793  0.348
25 H -6.54002 -3.72484 1.81987  0.365
26 Cl 3.08485 5.79285 1.12920  -0.110
27 C -1.75064 -0.68477 -4.14668  0.515
28 Cl -1.07159 1.80436 0.24753  -0.150
29 C -2.87410 -2.10644 0.39164  0.370
30 C -4.95333 -3.49959 0.16290  -0.547
31 Cl -2.74980 -1.99978 -3.50699  -0.197
32 Cl 0.81231 0.51854 -1.55700  -0.057
33 Cl 4.82568 2.72605 2.75066  -0.080
34 C 2.04200 6.31330 2.45782  0.100
35 Cl 5.43517 1.93929 0.02078  -0.126
36 Cl 3.55644 -2.39812 -3.63452  -0.129
37 Cl 1.62482 2.85885 -0.03401  -0.042
38 C 0.62929 1.39839 -0.03376  0.247
39 Cl 1.78290 8.06120 2.39816  -0.126

As for the SMILES: C#CCC1=C(Br)C(=O)OC1=O.ClC(Cl)Cl.ClC(Cl)Cl.ClC(Cl)Cl.ClC(Cl)Cl.ClC(Cl)Cl. The value obtained for the calculated total energy is -10164.501297 a.u. As for the charge: 0. The value obtained for the LUMO energy is -1.16 eV. Its HOMO-LUMO gap is 9.26 eV. As for the multiplicity: 1.


Record 6
A molecular structure, C12H8IrNO4 at a distorted geometry, computed with ωB97M-V/def2-TZVPD.

Last column: Mulliken charge in e.
Element x y z (Å)
1 H -0.24680 4.23919 -1.13087  0.401
2 H -2.09130 -2.68023 -0.82173  0.454
3 C 0.15978 2.10618 -0.72871  0.362
4 C 1.00945 -3.12427 0.14547  -0.449
5 C -0.27367 3.40025 -0.40372  -0.272
6 O -0.24945 0.37336 3.59058  -0.651
7 O 0.61686 2.26044 -3.05736  -0.645
8 C -0.37513 -3.14869 0.42330  -0.238
9 H 2.11772 -2.97233 -1.75534  0.435
10 H -0.37303 -2.30495 -2.89452  0.311
11 H -0.91981 2.80849 2.89561  0.453
12 C -0.09697 -2.71071 -1.84211  -0.484
13 Ir 0.43770 -0.90647 -0.36546  1.301
14 C -0.66854 3.69011 0.86442  -0.361
15 C -1.04146 -2.73383 -0.78055  -0.440
16 C -0.63680 2.68070 1.84710  -0.209
17 C -0.11937 0.24518 2.39921  0.151
18 H 1.74566 -3.37384 0.86968  0.455
19 O 0.15586 -0.82004 1.73077  -0.673
20 O 0.86484 0.27150 -2.06430  -0.671
21 C 1.18581 -2.95862 -1.29312  -0.384
22 N 0.20887 1.16036 0.31067  -0.349
23 C 0.54823 1.52273 -2.07699  0.317
24 C -0.22443 1.41108 1.52164  0.508
25 H -0.85647 4.73801 1.17455  0.371
26 H -0.87752 -3.17358 1.44177  0.309

The value obtained for the calculated total energy is -922.001973 a.u. As for the charge: 0. The value obtained for the LUMO energy (alpha / beta) is -0.54 / -2.12 eV. Its HOMO-LUMO gap (alpha / beta) is 7.37 / 7.81 eV. As for the multiplicity: 5.


Record 7
A gas-phase ion, C12H8N (charge +1) at a distorted geometry, computed with ωB97M-V/def2-TZVPD.

Last column: Mulliken charge in e.
Element x y z (Å)
1 C 3.41177 -0.67870 -0.60692  -0.202
2 C 0.92890 2.34275 0.17325  0.378
3 H -2.99269 2.03343 -0.33611  0.431
4 H 3.04211 -2.85424 -0.06899  0.354
5 H -1.04126 3.29745 0.16604  0.379
6 C 1.01019 -0.17122 0.29507  0.495
7 C -0.99079 -1.34505 0.07854  -0.810
8 C 2.88701 -1.86034 -0.39644  -0.227
9 C 2.28378 -0.72567 0.49919  -0.970
10 H -4.13749 -0.28596 -0.24071  0.387
11 C -0.28309 -0.01638 0.16695  1.144
12 H -2.77676 -2.20919 -0.21559  0.498
13 H 3.77309 -0.10063 -1.41745  0.389
14 C -2.32829 -1.34136 -0.01527  -0.837
15 C -0.44049 2.35948 0.05444  -0.828
16 H 2.64648 -0.64360 1.57630  0.388
17 C -1.09235 1.17586 -0.02682  1.092
18 C -3.06903 -0.13298 -0.17964  -0.286
19 H -0.34328 -2.07532 0.36094  0.540
20 C -2.51337 1.09143 -0.25562  -0.884
21 N 2.02554 2.14022 0.38885  -0.430

The value obtained for the calculated total energy is -516.303800 a.u. As for the charge: +1. The value obtained for the LUMO energy is -5.39 eV. Its HOMO-LUMO gap is 7.05 eV. As for the multiplicity: 1.


Record 8
A molecular structure, C12H8N4OsS4SbSe4, computed with ωB97M-V/def2-TZVPD.

Last column: Mulliken charge in e.
Element x y z (Å)
1 N -0.52505 2.93861 5.17095  -0.499
2 C 3.17912 -1.85592 -0.90068  -1.106
3 S -0.96861 1.69908 1.74325  -0.470
4 Se -4.52762 -2.30118 0.38345  -0.614
5 C 2.80501 -0.61408 -1.62885  0.426
6 N 3.07955 1.17650 4.88017  -0.498
7 C 2.62437 1.35059 -3.07081  -0.427
8 C 1.38952 1.06652 2.94387  0.443
9 Se -1.55389 -5.32983 0.23110  -0.600
10 C -0.21298 2.35093 4.23227  -0.128
11 N 1.71680 0.05024 -1.41608  0.090
12 H 2.74564 2.12150 -3.81191  0.409
13 S 1.93139 0.29448 1.50130  -0.369
14 H 3.68896 -1.61194 0.03230  0.258
15 C 1.58204 1.14642 -2.22356  -0.155
16 Os -0.22411 -0.19058 0.34663  1.895
17 H -3.11279 0.32747 -0.70941  0.136
18 C -0.18141 2.79242 -2.99699  -0.351
19 S 3.79451 0.11653 -2.84956  -0.224
20 N -0.65147 1.33051 -1.29574  -0.269
21 C 0.16130 1.66225 3.04573  0.602
22 H -3.12410 1.81968 0.23527  0.325
23 Sb -2.27334 -3.05966 0.25507  0.688
24 C -3.08264 1.41913 -0.77713  -1.135
25 H 3.83197 -2.48319 -1.50534  0.428
26 C 0.29025 1.82642 -2.17086  -0.394
27 S -1.85314 3.03721 -2.71341  -0.210
28 H 0.34869 3.31306 -3.77496  0.400
29 C -1.83981 1.83717 -1.47933  0.697
30 Se -0.99086 -1.70526 -1.48052  -0.595
31 H -3.95862 1.76595 -1.32278  0.437
32 Se -0.76533 -1.80974 2.00595  -0.287
33 H 2.26904 -2.40442 -0.65173  0.216
34 C 2.30915 1.12119 4.02736  -0.118

The value obtained for the calculated total energy is -12210.653576 a.u. As for the charge: -1. The value obtained for the LUMO energy (alpha / beta) is 1.65 / 0.40 eV. Its HOMO-LUMO gap (alpha / beta) is 6.33 / 5.47 eV. As for the multiplicity: 5.


Record 9
A single C12H9BrN2O2S molecule at a distorted geometry, computed with ωB97M-V/def2-TZVPD.

Last column: Mulliken charge in e.
Element x y z (Å)
1 C -2.60975 -0.21061 -0.55408  0.139
2 O -5.72726 0.64515 0.79142  -0.380
3 N -1.71797 0.94273 -0.34990  -0.225
4 C -3.73818 1.77758 0.77154  -0.752
5 N -3.93739 -0.21973 -0.13143  -0.157
6 H 2.16685 -2.57079 0.68448  0.312
7 C -2.42488 1.84915 0.58868  -0.356
8 O -0.25214 -1.47037 0.89948  -0.594
9 H 0.40592 -1.64415 -2.26889  0.349
10 C 2.36906 0.60460 -0.17074  0.400
11 C -4.66950 0.78527 0.63007  0.496
12 S -1.85253 -1.60001 -1.55851  -0.117
13 C 2.61471 -1.60148 0.44574  -0.463
14 H 3.94103 1.98087 -0.22023  0.113
15 C 0.50486 -1.02975 -0.08902  0.379
16 C -0.12763 -0.84746 -1.47768  -1.097
17 H -1.71291 2.42125 0.73555  0.693
18 H -4.03721 2.58630 1.45610  0.282
19 C 3.89226 -1.50392 0.92925  -0.963
20 H -0.13158 0.04135 -1.78820  0.652
21 C 4.44078 -0.20350 0.55671  -0.194
22 H 4.66374 -2.21035 1.11382  0.389
23 C 3.68574 0.71591 -0.08874  -0.244
24 Br 1.24178 1.91595 -0.80616  -0.131
25 H -4.41468 -0.90597 -0.84371  0.269
26 H 5.48497 0.28778 0.67784  0.265
27 C 1.94190 -0.53577 0.06660  0.932

As for the SMILES: O=C(CSc1nccc(=O)[nH]1)c1ccccc1Br. The value obtained for the calculated total energy is -3694.573837 a.u. As for the charge: 0. The value obtained for the LUMO energy is 0.13 eV. Its HOMO-LUMO gap is 8.87 eV. As for the multiplicity: 1.